Formula: C9H30O6
Source: OMol25
Level of theory: wB97M-V/def2-TZVPD

Structure (SMILES) = CCO.CCO.CCO.CO.CO.CO
LUMO energy = 0.43 eV
ΔE to the lowest compared entry with this formula, charge and spin = 281.07 kJ/mol

Cartesian coordinates (Å):
C: -2.687 1.967 -0.630
O: -1.509 1.670 -1.344
H: -3.182 1.053 -0.270
H: -2.462 2.513 0.288
H: -3.406 2.511 -1.245
H: -1.672 1.625 -2.307
C: 3.186 2.660 3.465
O: 3.469 3.578 4.500
H: 2.193 2.190 3.617
H: 2.986 3.075 2.469
H: 3.914 1.845 3.454
H: 4.138 3.188 5.061
C: 0.459 1.045 1.341
O: 0.944 1.405 0.040
H: 1.249 1.258 2.059
H: -0.421 1.649 1.555
H: 0.302 -0.034 1.425
H: 0.220 1.104 -0.535
C: 2.227 -2.012 3.578
C: 1.225 -2.955 2.951
O: 0.191 -3.197 3.924
H: 3.022 -1.730 2.887
H: 2.639 -2.490 4.467
H: 1.803 -1.065 3.916
H: 1.680 -3.909 2.669
H: 0.735 -2.518 2.074
H: -0.487 -3.725 3.494
C: 0.763 0.665 -3.525
C: -0.224 1.023 -4.623
O: -1.534 1.184 -4.088
H: 1.120 1.478 -2.892
H: 1.585 0.081 -3.932
H: 0.278 0.027 -2.775
H: -0.192 0.211 -5.359
H: 0.090 1.920 -5.166
H: -2.120 1.471 -4.795
C: -2.439 -2.000 -2.647
C: -1.847 -1.997 -1.245
O: -2.844 -1.965 -0.234
H: -1.653 -2.027 -3.412
H: -2.937 -1.055 -2.878
H: -3.087 -2.855 -2.842
H: -1.188 -1.137 -1.138
H: -1.246 -2.907 -1.124
H: -3.282 -2.820 -0.227